# 1
A molecular structure, C19H56B4N14O14 in a non-equilibrium geometry, computed with ωB97M-V with the def2-TZVPD basis set.

Frontier orbital gap   9.60 eV
Total charge   0
Highest occupied orbital energy   -9.35 eV
DFT total energy   -2677.72743 Ha
Lowest unoccupied orbital energy   0.247 eV

Each line ends with the Löwdin charge.
Positions of all 107 atoms, in Å:
1 C 2.788139 0.895306 -2.367459  -0.1000
2 C 1.315068 0.693522 -2.795582  -0.2471
3 C 0.694316 -0.416388 -1.967441  -0.2218
4 C -0.769790 -0.720187 -2.307172  -0.1862
5 C -1.695182 0.516844 -2.317418  -0.1983
6 C -2.827861 0.424809 -1.285102  -0.1854
7 C -2.289444 0.873514 0.099998  -0.1911
8 C -3.142178 0.276173 1.204675  -0.1860
9 C -2.481658 0.368996 2.617957  -0.0398
10 B -1.252249 -0.583185 2.618292  -0.5321
11 O 0.004734 -0.092119 2.245588  0.2959
12 B 1.024528 -0.660034 3.018811  -0.7065
13 O 1.980758 0.128005 3.569163  0.1492
14 C 2.238418 1.318941 2.796787  -0.1916
15 C 3.562313 1.932831 3.217764  -0.2069
16 C 3.828667 3.138111 2.269031  -0.0990
17 O 1.028475 -2.023528 3.181395  0.3839
18 B -0.119932 -2.546894 2.615814  -0.6820
19 O -0.013406 -3.640919 1.826027  0.3755
20 B -0.966812 -3.768437 0.830616  -0.8199
21 O -0.545132 -3.962767 -0.470445  0.1794
22 O -2.285328 -3.767779 1.084497  0.2018
23 O -1.317330 -1.924768 2.915372  0.3326
24 H 3.223834 -0.016460 -1.976067  0.0627
25 H 2.824434 1.654895 -1.590795  0.0619
26 H 3.354370 1.273875 -3.212290  0.0615
27 H 1.288016 0.427115 -3.847070  0.1054
28 H 0.807955 1.638964 -2.640944  0.0786
29 H 0.779989 -0.212647 -0.897438  0.1072
30 H 1.285684 -1.315652 -2.176475  0.1026
31 H -0.839729 -1.178281 -3.289771  0.0894
32 H -1.143075 -1.443669 -1.587912  0.0912
33 H -1.138216 1.426630 -2.128833  0.0641
34 H -2.132893 0.605493 -3.310318  0.1067
35 H -3.182578 -0.599999 -1.250598  0.1034
36 H -3.612285 1.124262 -1.568521  0.1064
37 H -2.284502 1.955786 0.119673  0.0992
38 H -1.247199 0.553378 0.124221  0.1023
39 H -4.086175 0.816624 1.249408  0.1131
40 H -3.411218 -0.761092 1.018376  0.1088
41 H -3.219788 0.082302 3.364880  0.1055
42 H -2.227503 1.403799 2.828252  0.1105
43 H 2.338591 1.081164 1.742188  0.1275
44 H 1.462457 2.062203 2.947512  0.1357
45 H 4.301801 1.150335 3.083950  0.1070
46 H 3.506603 2.304094 4.234672  0.1041
47 H 3.915266 4.034423 2.860641  0.0325
48 H 4.745251 2.965993 1.721053  0.0704
49 H 2.993466 3.265229 1.587616  0.0715
50 H 0.106831 -3.294203 -0.729481  0.0982
51 H -2.806937 -3.758341 0.268199  0.0354
52 C -3.435151 -5.841312 -1.123225  -0.6172
53 O -3.479366 -4.711813 -0.670168  0.0450
54 N -2.989457 -6.902930 -0.378855  0.1716
55 N -3.798999 -6.133252 -2.392917  0.1754
56 H -2.935201 -7.840411 -0.727173  0.0925
57 H -2.700864 -6.715410 0.563763  0.1075
58 H -4.128426 -5.385498 -2.983598  0.0637
59 H -3.744189 -7.055788 -2.778748  0.0959
60 C 5.065793 7.104988 2.345359  -0.6854
61 O 4.759951 5.973369 2.008110  0.0121
62 N 4.163283 7.990603 2.851964  0.1680
63 N 6.348215 7.573793 2.242903  0.1536
64 H 4.398757 8.921072 3.139303  0.0970
65 H 3.215054 7.676866 2.942489  0.1078
66 H 7.040616 6.950028 1.870996  0.1087
67 H 6.624773 8.497635 2.516160  0.1008
68 C 0.336915 -2.829797 -6.124179  -0.6762
69 O 0.060714 -1.676153 -5.826619  0.0141
70 N 0.641659 -3.788777 -5.200816  0.1624
71 N 0.336983 -3.229123 -7.442547  0.1399
72 H 0.862221 -4.737438 -5.435494  0.0935
73 H 0.633983 -3.515814 -4.234282  0.0997
74 H 0.087030 -2.532827 -8.119108  0.0961
75 H 0.537761 -4.159942 -7.753996  0.0866
76 C 6.462552 5.326090 5.620013  -0.6813
77 O 6.556861 6.485150 5.992417  0.0116
78 N 6.473557 4.275011 6.498681  0.1446
79 N 6.335905 4.988572 4.306558  0.1708
80 H 6.395411 3.316324 6.218035  0.0886
81 H 6.563166 4.492912 7.472949  0.0985
82 H 6.318574 5.740359 3.637480  0.0492
83 H 6.254036 4.045597 3.976798  0.0928
84 C -1.254814 4.463503 -2.042700  -0.6653
85 O -0.993123 3.559989 -1.269003  0.0280
86 N -2.342780 5.275730 -1.877646  0.1518
87 N -0.482836 4.734757 -3.137769  0.1571
88 H -2.578448 6.023351 -2.501372  0.0903
89 H -2.929098 5.099813 -1.083446  0.1026
90 H 0.322007 4.154761 -3.285949  0.0979
91 H -0.679200 5.470777 -3.788348  0.0915
92 C -4.379862 -4.796446 -6.100780  -0.6700
93 O -4.305849 -4.845548 -4.890568  0.0255
94 N -3.752862 -3.820481 -6.816116  0.1615
95 N -5.070205 -5.720279 -6.832762  0.1529
96 H -3.762730 -3.772414 -7.816719  0.0930
97 H -3.237127 -3.132396 -6.296647  0.1069
98 H -5.534705 -6.451646 -6.328028  0.1032
99 H -5.136576 -5.699853 -7.832119  0.0926
100 C -3.860963 -3.471056 6.436259  -0.6909
101 O -4.841492 -3.824875 7.066340  0.0166
102 N -2.632592 -3.312369 7.021234  0.1449
103 N -3.901455 -3.203195 5.097808  0.1639
104 H -1.813174 -3.022218 6.522455  0.0879
105 H -2.565881 -3.500434 8.003462  0.0981
106 H -4.784998 -3.307681 4.635595  0.1040
107 H -3.104920 -2.910138 4.559263  0.0810

Cartesian forces, eV/Å:
-0.74 0.51 -0.26
1.02 -0.20 0.58
-0.52 -0.28 -0.42
0.05 0.57 0.03
-0.40 -0.45 -0.02
1.04 0.98 0.17
-0.55 -1.10 -0.96
0.20 0.53 0.94
-0.48 -0.27 -0.39
-0.02 0.75 -0.13
-0.13 -0.11 0.65
0.42 0.24 -0.04
0.05 0.01 -0.70
0.74 0.31 0.91
-0.57 0.32 -0.98
-0.05 -0.86 0.92
-0.08 0.24 0.02
0.56 -1.03 0.85
-0.01 0.55 0.20
-0.87 -0.65 -0.65
0.41 0.65 -0.47
1.20 0.92 1.74
-0.26 0.25 -0.15
0.21 -0.19 -0.10
0.16 0.01 0.23
0.36 -0.06 -0.02
-0.25 -0.05 -0.23
-0.29 0.09 -0.14
0.12 0.18 0.08
0.06 -0.10 0.18
0.20 -0.22 -0.14
-0.18 -0.24 0.13
0.03 0.15 0.00
0.01 0.10 -0.17
-0.38 -0.11 0.03
-0.41 -0.26 -0.09
0.10 0.22 0.19
0.08 -0.07 0.43
-0.20 0.07 -0.08
0.15 -0.21 -0.21
-0.07 -0.21 0.11
0.27 0.15 -0.06
-0.33 -0.14 -0.22
-0.40 -0.08 -0.12
0.36 0.03 0.38
0.14 -0.35 0.33
0.14 0.34 -0.14
0.12 0.26 -0.31
0.02 0.11 -0.28
0.09 -0.54 0.08
-0.17 -0.60 -0.08
0.29 -0.79 -0.26
-1.25 -0.14 -1.22
-0.04 0.21 0.16
-0.17 0.19 0.07
-0.02 0.04 -0.04
-0.01 0.02 0.00
0.11 -0.09 -0.13
0.02 0.00 0.03
-0.15 0.35 -0.21
0.11 0.17 -0.10
-0.11 0.00 -0.07
0.06 -0.08 -0.01
0.05 -0.03 0.05
0.02 -0.02 0.03
-0.02 0.06 -0.10
0.00 -0.03 0.10
-0.20 0.30 -0.25
0.09 -0.36 0.09
0.03 0.15 -0.07
0.02 -0.09 0.21
-0.02 0.01 -0.04
-0.05 0.00 -0.03
0.05 0.02 0.03
0.02 -0.03 0.07
0.01 -0.02 -0.05
0.00 -0.01 0.02
0.02 -0.01 0.08
0.23 0.09 0.05
-0.02 0.02 -0.04
-0.01 0.02 -0.01
-0.05 -0.31 0.20
-0.10 0.01 0.00
0.02 0.03 -0.05
0.04 0.11 0.04
-0.06 0.02 0.04
0.05 -0.01 -0.02
0.02 -0.01 -0.02
0.01 -0.01 0.00
-0.01 -0.01 0.01
-0.03 0.00 0.01
0.21 0.10 -0.51
-0.16 -0.09 0.49
0.01 0.07 -0.04
-0.05 -0.09 0.00
-0.03 0.01 0.01
0.02 -0.01 -0.01
-0.02 0.03 0.00
-0.01 0.04 0.00
0.00 0.04 -0.17
-0.02 -0.02 0.07
0.08 0.00 0.09
0.05 0.06 -0.04
-0.03 0.00 -0.04
-0.02 0.00 -0.01
0.01 -0.02 0.01
0.00 -0.02 -0.05

***

# 2
A gas-phase ion, C10H9O2 (charge +1) in a non-equilibrium geometry, computed with ωB97M-V with the def2-TZVPD basis set.

Frontier orbital gap (alpha / beta)   7.43 / 7.27 eV
Total charge   +1
Highest occupied orbital energy (alpha / beta)   -12.36 / -12.23 eV
DFT total energy   -536.40049 Ha
Energy relative to the best compared isomer or geometry (same formula, charge and spin)   548.2 kJ/mol
Lowest unoccupied orbital energy (alpha / beta)   -4.937 / -4.958 eV

Each line ends with the Löwdin charge.
Positions of all 21 atoms, in Å:
1 C -0.395306 2.353874 -3.718783  -0.0094
2 C -0.552079 1.373660 -2.702786  0.0932
3 C 0.921137 2.318214 -4.029359  -0.0464
4 C 0.746335 0.680439 -2.572646  -0.2018
5 C 0.647955 -1.604405 0.321446  0.0323
6 C 1.275881 -0.184364 -1.592627  0.1282
7 C 0.511256 -0.944803 1.592748  -0.2799
8 C 0.174350 0.331305 1.682436  0.0142
9 C -0.319944 1.554694 1.697892  0.0792
10 C 0.765517 -1.780886 2.727276  -0.0410
11 O 1.593157 1.320777 -3.444260  0.0515
12 O 0.795681 -0.890224 -0.705045  0.1055
13 H -1.165157 3.018686 -3.996474  0.1140
14 H -1.517359 1.174991 -2.314813  0.1139
15 H 1.598300 2.745848 -4.841955  0.1824
16 H 0.716945 -2.667145 0.209314  0.1653
17 H -1.252593 2.007060 1.964364  0.0698
18 H 0.556902 2.328356 1.658479  0.1239
19 H 1.810551 -1.957234 3.034865  0.1176
20 H 0.360142 -2.706077 2.446448  0.0733
21 H 0.177255 -1.389874 3.571581  0.1142

Cartesian forces, eV/Å:
-0.03 -1.05 2.33
2.46 -0.69 -1.70
2.87 -0.71 -2.55
-3.30 0.49 1.48
0.00 1.18 0.98
1.87 2.19 -2.47
0.53 1.03 -1.69
-1.93 1.58 -0.61
4.09 0.24 0.31
0.29 -0.18 2.76
-0.12 0.27 0.75
-1.52 -0.59 -0.63
-0.39 0.64 -0.58
-0.39 -0.49 0.88
-1.48 -0.03 1.34
-0.15 -0.43 -0.25
-0.69 -0.53 -0.16
-1.66 -1.15 -0.05
-0.36 0.38 -0.30
-0.56 -1.75 0.18
0.47 -0.42 -0.03